(1)
Formula: H3N3O2
Source: the OMol25 dataset
Level of theory: wB97M-V/def2-TZVPD

## Properties
- multiplicity = 1
- LUMO (spin up / spin down) (eV) = -0.372 / -0.230
- net charge = 0

Element x y z (Å)
N (-0.144, 1.129, 0.058)
N (1.228, -0.306, 0.068)
N (-1.246, 0.541, -0.126)
O (0.321, 2.221, 0.128)
O (2.395, 0.114, -0.168)
H (0.775, -0.947, -0.589)
H (1.161, -0.712, 0.962)
H (-2.004, 1.239, 0.057)

---

(2)
Formula: H3N3O2
Source: the OMol25 dataset
Level of theory: wB97M-V/def2-TZVPD

## Properties
- multiplicity = 1
- LUMO (eV) = 0.818
- SMILES = NN[N+](=O)[O-]
- net charge = 0

Element x y z (Å)
N (-1.214, -0.136, 0.118)
N (-0.110, 0.616, -0.184)
N (1.117, 0.007, 0.000)
O (1.078, -1.201, 0.003)
O (2.078, 0.691, 0.097)
H (-1.461, -0.524, -0.805)
H (-1.061, -1.062, 0.718)
H (-0.427, 1.609, 0.053)

---

(3)
Formula: H3N3O2
Source: the OMol25 dataset
Level of theory: wB97M-V/def2-TZVPD

## Properties
- multiplicity = 1
- LUMO (eV) = 0.700
- SMILES = NN[N+](=O)[O-]
- net charge = 0

Element x y z (Å)
N (-0.492, -0.982, 0.652)
N (-0.099, 0.332, 0.514)
N (0.333, 0.773, -0.753)
O (0.148, 0.068, -1.698)
O (0.914, 1.855, -0.763)
H (-1.437, -1.211, 0.878)
H (0.075, -1.586, 0.054)
H (0.558, 0.751, 1.116)

---

(4)
Formula: H3N3O2
Source: the OMol25 dataset
Level of theory: wB97M-V/def2-TZVPD

## Properties
- multiplicity = 1
- LUMO (eV) = 0.824
- SMILES = N/[N+]([O-])=N/O
- net charge = 0

Element x y z (Å)
N (1.330, -0.313, 0.031)
N (0.105, 0.198, 0.036)
O (-0.075, 1.375, 0.067)
N (-0.889, -0.748, 0.104)
O (-2.043, -0.151, -0.171)
H (1.225, -1.319, 0.090)
H (2.064, 0.217, 0.357)
H (-1.717, 0.742, -0.514)

---

(5)
Formula: H3N3O2P
Source: the OMol25 dataset
Level of theory: wB97M-V/def2-TZVPD

## Properties
- multiplicity = 1
- LUMO (eV) = 4.512
- SMILES = [H]/N=N/[P@@](N)(=O)[O-]
- net charge = -1

Element x y z (Å)
H (-1.545, 2.352, -0.412)
N (-1.528, 1.335, 0.123)
N (-1.002, 0.583, -0.661)
P (-0.299, -0.919, -0.040)
N (1.421, 0.176, 0.539)
O (-0.876, -1.277, 1.226)
O (0.170, -1.927, -1.056)
H (1.902, -0.779, 0.643)
H (1.757, 0.457, -0.362)

---

(6)
Formula: H3N3O2P
Source: the OMol25 dataset
Level of theory: wB97M-V/def2-TZVPD

## Properties
- expectation value of S² = 2.0076
- multiplicity = 3
- LUMO (spin up / spin down) (eV) = 4.459 / 3.843
- net charge = -1

Element x y z (Å)
N (-2.101, 1.905, 0.894)
N (-1.972, 0.925, 0.287)
N (0.567, -1.593, -0.805)
O (2.039, 0.573, -1.007)
O (1.563, -0.229, 1.342)
P (1.106, -0.094, -0.065)
H (-1.353, 2.530, 1.035)
H (0.175, -2.149, -0.051)
H (-0.023, -1.867, -1.630)

---

(7)
Formula: H3N3O3
Source: the OMol25 dataset
Level of theory: wB97M-V/def2-TZVPD

## Properties
- multiplicity = 1
- LUMO (eV) = -2.196
- SMILES = O=N[N+](=O)[O-].N
- net charge = 0

Element x y z (Å)
O (-0.136, -0.778, -0.405)
N (-1.115, -0.855, 0.244)
N (-2.110, 0.280, -0.149)
O (-3.217, 0.166, 0.269)
O (-1.670, 1.212, -0.754)
N (2.301, 0.034, 0.266)
H (1.789, 0.174, 1.219)
H (2.174, 0.644, -0.520)
H (1.982, -0.877, -0.170)

---

(8)
Formula: H3N3O3
Source: the OMol25 dataset
Level of theory: wB97M-V/def2-TZVPD

## Properties
- multiplicity = 1
- LUMO (spin up / spin down) (eV) = -0.571 / -0.646
- net charge = 0

Element x y z (Å)
N (-2.413, -0.786, -1.060)
N (-1.482, -0.071, -0.896)
N (-3.766, 0.107, 0.121)
O (-3.301, 1.116, 0.550)
O (0.616, 0.366, 0.459)
O (-4.768, -0.501, 0.309)
H (-0.177, 0.811, 0.329)
H (-0.574, -0.288, -1.542)
H (1.078, 0.791, 1.213)

---

multiplicity of number 2 (H3N3O2)? 1

---

net charge of number 5 (H3N3O2P)? -1

---

Please write out number 8 again, unchanged.
Formula: H3N3O3
Source: the OMol25 dataset
Level of theory: wB97M-V/def2-TZVPD

## Properties
- multiplicity = 1
- LUMO (spin up / spin down) (eV) = -0.571 / -0.646
- net charge = 0

Element x y z (Å)
N (-2.413, -0.786, -1.060)
N (-1.482, -0.071, -0.896)
N (-3.766, 0.107, 0.121)
O (-3.301, 1.116, 0.550)
O (0.616, 0.366, 0.459)
O (-4.768, -0.501, 0.309)
H (-0.177, 0.811, 0.329)
H (-0.574, -0.288, -1.542)
H (1.078, 0.791, 1.213)

---

What is the formula in the third record? H3N3O2